1.
A structure of composition C4H14O8Sr at a distorted geometry, computed with ωB97M-V/def2-TZVPD.

The calculation puts the HOMO energy at -0.2644 Ha. As for the gap between HOMO and LUMO: 6.88 eV.

```
27
Properties=species:S:1:pos:R:3:forces:R:3
Sr 19.10494 -15.74672 6.06954 1.49 -6.64 2.33
C 20.28694 -18.60774 8.09270 0.36 -1.30 0.07
C 19.73496 -17.40148 7.32083 3.71 -6.38 4.41
O 19.36162 -17.70190 6.18010 -0.56 -9.16 9.24
O 19.88476 -16.30102 7.81605 2.50 -0.93 6.61
H 20.58175 -19.34980 7.35072 0.09 0.01 -0.17
H 19.56580 -19.16727 8.68851 -0.44 0.40 0.13
H 21.15865 -18.47398 8.73328 -0.12 0.66 0.03
C 21.60901 -13.31979 5.26702 0.78 0.04 -0.48
C 20.43135 -14.19232 5.50492 2.92 4.48 0.05
O 20.03438 -14.95649 4.62857 5.81 5.50 -7.81
O 19.82560 -14.06802 6.61837 5.67 9.32 0.53
H 22.29896 -13.28379 6.11009 -0.39 0.32 0.18
H 21.14812 -12.35955 5.03546 0.46 0.34 0.20
H 22.18975 -13.63925 4.40169 -0.21 -0.04 -0.12
O 17.21552 -16.54788 6.21023 -6.76 -4.41 1.24
H 16.65173 -16.33930 6.95512 -0.54 -0.31 -0.08
H 16.83013 -17.33793 5.83137 0.05 -0.68 -0.11
O 19.37438 -16.96649 4.62982 1.35 -4.90 -16.11
H 19.60602 -16.77945 3.72010 0.10 0.67 -1.27
H 19.64505 -17.87469 4.76452 0.01 -0.52 -1.24
O 18.07814 -14.84642 7.38150 -8.00 5.63 8.94
H 17.33837 -15.18447 7.88618 -0.27 0.29 0.93
H 17.97109 -13.89555 7.40632 0.21 0.52 0.48
O 17.74888 -14.90944 5.02106 -7.97 6.31 -7.23
H 16.83928 -15.11289 4.80319 -0.37 0.17 -0.22
H 17.77509 -13.95405 5.07384 0.13 0.64 -0.53
```
Positions in Å, forces in eV/Å.

These are the Mulliken partial charges, in e, on atoms 1 to 5: Sr 2.3800; C -1.2712; C 0.7243; O -0.8423; O -0.7669

---

2.
A structure of composition C20H25N2OOs at a distorted geometry, computed with ωB97M-V/def2-TZVPD.

Its charge is +1. As for the spin multiplicity: 5. The calculation puts the HOMO energy (spin up / spin down) at -0.3115 / -0.4480 Ha. The expectation value of S² is 6.039. As for the gap between HOMO and LUMO (spin up / spin down): 6.32 / 6.01 eV.

```
49
Properties=species:S:1:pos:R:3:forces:R:3
C 0.00919 0.60003 -4.35095 -0.04 0.06 -0.08
C 0.56559 1.96785 -4.32843 0.16 0.47 0.02
C 0.80165 -0.44438 -5.03218 0.26 -0.33 -0.25
C -1.46166 0.50396 -4.45275 -0.47 -0.03 -0.01
H 0.72893 -0.31454 -6.12804 0.06 -0.08 0.14
H 0.44119 -1.45907 -4.82136 0.07 0.11 -0.08
H 1.86882 -0.38839 -4.78728 -0.13 -0.04 -0.11
H 0.48762 2.42161 -5.33352 0.05 0.00 0.14
H 1.62759 1.98786 -4.06128 -0.08 0.03 -0.08
H 0.00525 2.62470 -3.65042 0.13 -0.07 -0.09
H -1.79431 0.74023 -5.47946 0.02 -0.03 0.12
H -1.95687 1.22795 -3.79503 -0.01 -0.11 -0.12
H -1.83406 -0.50198 -4.23267 -0.03 0.09 -0.05
C 2.39310 -0.13119 0.52969 0.33 0.05 1.12
C 2.61822 -0.88759 -0.65174 0.62 -0.48 0.07
C 2.32909 -0.05436 -1.76607 0.24 0.30 -1.00
H 2.90499 -1.93384 -0.69414 0.09 0.34 0.03
C 1.91380 1.21565 -1.27169 -0.22 0.72 -0.77
C 1.94908 1.16405 0.14550 0.29 0.13 0.44
H 1.60599 1.94534 0.81114 0.11 -0.09 -0.05
H 2.47456 -0.49773 1.54535 0.08 0.09 -0.20
H 2.38719 -0.33972 -2.81003 0.01 0.10 0.27
H 1.55935 2.05278 -1.86199 0.30 -0.19 0.09
C -1.48307 -0.74967 0.04996 -0.29 -0.23 0.39
C -0.63457 -1.82223 0.43795 -0.25 -0.28 1.12
C -0.05699 -2.37771 -0.73592 0.04 -0.74 0.07
H -0.41012 -2.10703 1.45816 -0.10 -0.06 -0.23
C -0.56578 -1.66061 -1.85248 -0.35 0.05 -1.03
C -1.44741 -0.65022 -1.36388 -0.42 0.54 -0.77
H -1.93888 0.11864 -1.94631 -0.03 -0.38 0.04
H -1.98729 -0.06155 0.71516 -0.02 -0.15 -0.04
H 0.69004 -3.16395 -0.76899 -0.35 0.06 0.02
H -0.29786 -1.82143 -2.89089 -0.14 0.03 0.28
Os 0.55308 -0.33691 -0.57858 0.10 -0.01 0.39
N -2.76222 -0.46069 6.67343 -0.03 -0.07 -0.01
C -2.55288 -0.60834 5.33067 0.79 0.50 0.08
O -3.37300 -1.16374 4.60265 0.53 0.22 -0.09
C -1.28434 -0.00968 4.80104 -2.39 -0.71 2.72
C -0.37005 0.74837 5.55168 2.48 1.51 0.18
C 0.76440 1.25426 4.92096 -2.14 -0.28 3.79
C 0.94993 0.99718 3.54974 1.06 -0.05 -2.51
N 0.08174 0.28748 2.81706 -2.07 -1.14 0.14
C -1.00395 -0.20051 3.42841 2.18 0.29 -4.10
H -3.56919 -0.93422 7.04671 0.05 0.05 0.04
H -2.03899 -0.17834 7.31654 -0.21 -0.13 -0.19
H -0.53602 0.94535 6.61006 0.14 0.03 -0.33
H 1.52088 1.83721 5.43973 -0.30 -0.12 0.13
H 1.83571 1.38897 3.04744 -0.25 -0.14 0.07
H -1.70750 -0.76992 2.81705 0.14 0.16 0.30
```
Positions in Å, forces in eV/Å.

These are the Mulliken partial charges, in e, on atoms 1 to 5: C 1.7037; C -1.7554; C -1.4776; C -1.7021; H 0.4205

---

3.
An isolated molecule of C3H11N3, computed with ωB97M-V/def2-TZVPD.

The calculation puts the HOMO energy at -0.3307 Ha. Its SMILES is CC(C)NNN. As for the gap between HOMO and LUMO: 10.08 eV.

```
17
Properties=species:S:1:pos:R:3:forces:R:3
C -0.21287 -0.06630 -0.52262 0.18 0.01 -0.07
C -1.24720 0.59086 -1.43066 0.16 -0.39 0.04
C 1.20793 0.21176 -1.03283 -0.30 -0.17 0.13
N -0.46363 0.40424 0.84013 -0.02 0.12 0.12
N 0.43979 0.00039 1.85610 0.43 0.13 -0.24
N 0.19013 -1.28928 2.35937 -0.23 -0.30 0.10
H -0.50128 1.41926 0.86228 -0.01 -0.11 0.03
H 1.41484 0.00875 1.53566 -0.50 -0.03 0.08
H -0.38019 -1.15278 -0.52179 0.00 0.13 -0.05
H -0.66725 -1.24489 2.90765 0.25 -0.01 -0.17
H 0.05255 -1.98345 1.61968 -0.04 0.26 0.11
H -1.06255 1.65996 -1.49839 0.03 0.19 -0.06
H -2.24433 0.43676 -1.03489 -0.19 -0.01 0.07
H -1.20323 0.16182 -2.43355 0.02 0.10 0.03
H 1.27703 -0.05670 -2.08417 0.09 -0.04 -0.11
H 1.95269 -0.36963 -0.49141 0.10 -0.01 0.00
H 1.44756 1.26922 -0.93058 0.03 0.12 -0.01
```
Positions in Å, forces in eV/Å.

These are the Mulliken partial charges, in e, on atoms 1 to 5: C 0.5523; C -1.4990; C -1.3848; N -0.2215; N -0.4036

---

The following molar mass values (in u) correspond, in order, to the records above: 277.77; 499.66; 89.14.